(1)
30
Properties=species:S:1:pos:R:3:nbo_charge:R:1 method="wB97M-V/def2-TZVPD" molar_mass_g_mol=169.22 gap_ha=0.326 lumo_energy_ev=0.5 smiles="C=CNC/C=C/C.O.O.O.O"
C -0.775 2.624 1.105 -0.526
C -1.307 1.400 1.409 0.032
N -0.573 0.314 1.935 -0.607
C 0.783 0.432 2.569 -0.265
C 1.681 -0.367 1.716 -0.222
C 2.456 0.374 0.852 -0.159
C 3.387 -0.125 -0.158 -0.663
H 0.226 2.901 1.460 0.186
H -1.321 3.379 0.688 0.199
H -2.140 1.045 1.042 0.185
H -1.145 -0.179 2.494 0.362
H 1.008 1.570 2.720 0.205
H 0.784 -0.092 3.547 0.197
H 1.806 -1.456 2.029 0.222
H 2.527 1.550 0.998 0.194
H 3.227 0.242 -1.160 0.225
H 4.436 0.195 0.093 0.217
H 3.589 -1.249 -0.061 0.219
O -0.748 1.303 -3.550 -0.953
H 0.236 1.258 -3.747 0.475
H -0.729 1.502 -2.528 0.478
O -0.782 -2.664 -2.003 -0.958
H -1.102 -3.001 -2.710 0.451
H -1.011 -1.732 -2.035 0.503
O -2.537 -0.977 -2.422 -0.984
H -3.329 -1.513 -2.036 0.509
H -2.784 -0.123 -2.766 0.492
O -2.390 -2.145 0.123 -0.960
H -1.768 -1.788 0.700 0.457
H -1.705 -2.679 -0.302 0.488

(2)
8
Properties=species:S:1:pos:R:3:nbo_charge:R:1 method="wB97M-V/def2-TZVPD" molar_mass_g_mol=69.06 gap_ha="0.312 / 0.299" lumo_energy_ev="-0.1 / 0.4"
C 1.151 1.051 0.113 -0.143
C 0.684 -0.208 0.131 -0.244
C -0.183 0.642 -0.504 0.029
N -2.154 0.762 0.208 -0.029
O -2.368 -0.571 0.126 -0.557
H 1.872 1.813 0.411 0.245
H 0.601 -1.208 0.499 0.232
H -3.120 -0.890 -0.356 0.468

(3)
13
Properties=species:S:1:pos:R:3:nbo_charge:R:1 method="wB97M-V/def2-TZVPD" molar_mass_g_mol=98.10 gap_ha=0.280 lumo_energy_ev=0.7
C -2.109 -0.148 -0.404 -0.591
C -0.775 -0.175 -0.244 0.172
C 0.407 -0.569 -0.922 -0.546
C 1.468 -0.046 -0.189 0.524
O 2.744 -0.093 -0.586 -0.646
N 1.201 0.560 0.971 -0.511
N -0.228 0.374 1.054 -0.386
H -0.682 1.251 1.315 0.418
H -2.582 -0.599 -1.267 0.223
H -2.747 0.371 0.305 0.196
H 0.464 -0.998 -1.909 0.242
H 3.262 0.379 0.085 0.492
H -0.423 -0.308 1.792 0.414

(4)
16
Properties=species:S:1:pos:R:3:nbo_charge:R:1 method="wB97M-V/def2-TZVPD" molar_mass_g_mol=136.18 gap_ha="0.328 / 0.275" lumo_energy_ev="-0.4 / -0.4"
C 0.239 -0.374 -0.206 0.045
C 1.655 -0.618 -0.720 -0.625
C -0.356 0.370 1.998 -0.437
N -0.574 -0.146 -1.362 -0.811
N 0.303 0.735 0.710 -0.003
O -3.019 0.246 -2.128 -0.854
O 0.007 1.859 0.124 -0.370
S -2.239 -0.213 -1.017 1.124
H -0.295 -1.287 0.261 0.206
H 1.692 -1.026 -1.797 0.233
H 2.251 -1.209 0.002 0.222
H 2.156 0.364 -0.711 0.229
H -0.234 1.149 2.648 0.216
H -1.449 0.185 1.809 0.208
H 0.220 -0.624 2.388 0.208
H -0.357 0.590 -1.999 0.409

(5)
14
Properties=species:S:1:pos:R:3:nbo_charge:R:1 method="wB97M-V/def2-TZVPD" molar_mass_g_mol=130.18 gap_ha=0.310 lumo_energy_ev=0.4 smiles="Cn1[nH]c(N)nc1=S"
C -0.485 2.060 0.138 -0.458
N -0.405 0.680 -0.223 -0.265
N 0.859 0.073 0.097 -0.445
C 0.545 -1.291 0.064 0.583
N 1.442 -2.328 -0.049 -0.794
N -0.761 -1.476 0.001 -0.558
C -1.397 -0.263 -0.038 0.230
S -2.992 0.182 -0.059 -0.201
H -0.446 2.417 1.191 0.217
H 0.205 2.536 -0.666 0.203
H -1.576 2.313 -0.044 0.265
H 1.602 0.347 -0.545 0.390
H 0.986 -3.158 -0.076 0.420
H 2.423 -2.091 0.209 0.413

(6)
8
Properties=species:S:1:pos:R:3:nbo_charge:R:1 method="wB97M-V/def2-TZVPD" molar_mass_g_mol=168.97 gap_ha=0.360 lumo_energy_ev=0.3 smiles="C=NCI"
C 1.030 1.016 -0.012 -0.052
N 0.940 -0.206 -0.200 -0.383
C -0.449 -0.848 -0.005 -0.366
I -2.448 0.079 -0.175 0.007
H 2.010 1.445 -0.223 0.191
H 0.119 1.575 0.392 0.168
H -0.526 -1.654 -0.703 0.211
H -0.675 -1.407 0.926 0.224

(7)
117
Properties=species:S:1:pos:R:3:mulliken_charge:R:1 method="wB97M-V/def2-TZVPD" molar_mass_g_mol=1188.60 gap_ha=0.201 lumo_energy_ev=1.3 total_charge=-1
Ca -0.788 1.770 0.064 2.173
N -2.164 2.437 2.149 -0.455
C -3.351 1.639 2.501 -0.590
C -4.364 1.484 1.370 -1.067
C -3.916 0.662 0.152 0.522
O -4.632 -0.253 -0.247 -0.707
O -2.811 1.037 -0.373 0.254
H -1.647 2.674 2.988 0.151
H -2.443 3.323 1.731 0.242
H -3.874 2.077 3.359 0.465
H -3.005 0.650 2.816 0.127
H -4.658 2.477 1.014 0.277
H -5.257 1.011 1.781 0.362
C 7.984 -2.846 10.486 -0.838
O 8.139 -1.688 9.689 -0.465
C 7.185 -1.439 8.753 0.967
C 6.058 -2.226 8.555 -0.657
C 5.148 -1.870 7.565 -0.782
C 5.341 -0.746 6.776 0.368
C 6.480 0.033 6.990 -0.498
C 7.391 -0.306 7.965 -0.589
C 4.399 -0.345 5.723 0.258
N 4.559 0.685 4.930 -0.836
C 3.455 0.683 4.110 0.721
C 2.622 -0.362 4.417 0.327
N 3.238 -1.023 5.457 -0.133
C 1.400 -0.638 3.722 0.159
C 0.542 -1.714 3.980 -0.445
C -0.583 -1.872 3.210 -1.516
C -0.819 -0.955 2.179 -1.200
N -0.019 0.060 1.916 1.129
C 1.069 0.246 2.681 -0.655
C 1.926 1.399 2.372 -0.444
N 1.502 2.223 1.403 0.182
C 2.261 3.239 1.050 -0.106
C 3.495 3.506 1.660 -1.159
C 3.926 2.693 2.679 -0.497
C 3.126 1.605 3.059 0.508
H 8.850 -2.880 11.141 0.242
H 7.959 -3.749 9.870 0.340
H 7.075 -2.790 11.091 0.334
H 5.873 -3.107 9.150 0.384
H 4.281 -2.507 7.433 0.219
H 6.636 0.909 6.376 0.496
H 8.276 0.291 8.137 0.422
H 2.906 -1.840 5.934 0.183
H 0.764 -2.418 4.773 0.387
H -1.272 -2.691 3.362 0.560
H -1.678 -1.075 1.529 0.939
H 1.879 3.877 0.260 0.445
H 4.081 4.350 1.323 0.452
H 4.864 2.865 3.190 0.571
O 1.627 5.759 -4.122 -0.666
C 1.077 4.990 -3.369 0.492
C 1.140 3.478 -3.410 -0.161
O 1.567 2.793 -4.327 -0.715
C 0.545 3.009 -2.161 1.085
C -0.096 4.084 -1.494 0.659
O -0.810 3.973 -0.435 -1.039
C 0.191 5.347 -2.189 0.201
O -0.200 6.461 -1.900 -0.701
O 0.518 1.780 -1.788 -0.808
C -1.129 -1.162 -2.955 0.455
C -0.366 -0.462 -4.071 -0.862
C -1.264 0.360 -4.987 -1.651
Sb -2.262 1.963 -3.953 0.208
C -4.244 1.180 -3.779 0.547
C -4.676 -0.020 -4.332 -0.280
C -5.975 -0.470 -4.141 -0.596
C -6.871 0.285 -3.396 -0.515
C -6.453 1.482 -2.836 -0.516
C -5.149 1.918 -3.019 -0.679
C -2.591 3.077 -5.752 0.456
C -1.463 3.556 -6.421 -0.321
C -1.587 4.361 -7.544 -0.800
C -2.846 4.708 -8.016 -0.358
C -3.973 4.252 -7.351 -0.638
C -3.845 3.447 -6.226 -0.358
Sb 0.221 -2.048 -1.552 0.881
C -1.264 -3.268 -0.618 0.198
C -2.537 -2.737 -0.418 -0.453
C -3.509 -3.459 0.265 -0.532
C -3.223 -4.728 0.748 -0.479
C -1.960 -5.272 0.545 -0.507
C -0.988 -4.543 -0.128 -0.653
C 0.991 -3.598 -2.796 -0.093
C 2.364 -3.753 -2.950 -0.606
C 2.883 -4.747 -3.773 -0.452
C 2.028 -5.598 -4.454 -0.374
C 0.653 -5.455 -4.310 -0.645
C 0.143 -4.463 -3.488 -0.036
H -1.813 -1.925 -3.339 0.532
H -1.735 -0.462 -2.367 -0.775
H 0.180 -1.213 -4.655 0.513
H 0.381 0.211 -3.645 0.200
H -1.975 -0.248 -5.552 0.666
H -0.648 0.886 -5.721 0.580
H -3.994 -0.629 -4.915 0.155
H -6.285 -1.415 -4.571 0.366
H -7.882 -0.069 -3.242 0.345
H -7.139 2.068 -2.236 0.387
H -4.828 2.840 -2.543 0.385
H -0.465 3.329 -6.056 0.286
H -0.696 4.726 -8.040 0.403
H -2.946 5.341 -8.890 0.345
H -4.961 4.522 -7.706 0.369
H -4.741 3.092 -5.727 0.351
H -2.810 -1.751 -0.778 0.199
H -4.484 -3.008 0.407 0.525
H -3.978 -5.296 1.278 0.378
H -1.730 -6.266 0.911 0.379
H -0.009 -4.988 -0.280 0.436
H 3.046 -3.089 -2.431 0.322
H 3.956 -4.849 -3.884 0.381
H 2.429 -6.370 -5.099 0.357
H -0.021 -6.116 -4.842 0.365
H -0.932 -4.365 -3.378 0.338